Entry 1:
15
Properties=species:S:1:pos:R:3 method="wB97M-V/def2-TZVPD" gap_ev=9.394 total_energy_ha=-1246.27190 multiplicity=1 charge=0
C 3.5122 -0.7000 -0.4368
C -2.8143 -0.2822 -0.6180
N 2.7104 -0.1739 0.4021
N 0.0017 -0.6387 -0.1549
O -2.0589 0.3136 1.6913
F -4.0929 0.0784 -0.3877
F 0.9902 1.3684 1.3806
F 1.2036 1.6496 -0.9942
P -1.6465 0.8619 0.2095
P 1.1127 0.4262 0.0562
H 4.3209 -1.1180 0.0982
H 3.2618 -0.8884 -1.4469
H -2.5756 -1.1970 -0.3084
H -2.5664 -0.3191 -1.7847
H -1.3590 0.6193 2.2937

=====

Entry 2:
26
Properties=species:S:1:pos:R:3 method="wB97M-V/def2-TZVPD" gap_ev=8.931 total_energy_ha=-585.67147 multiplicity=1 charge=+1
C -0.3705 0.6614 -0.3144
C -1.0740 1.5375 -1.2621
C 0.7410 -0.0564 -1.3022
C -1.3575 2.8888 -0.8010
C -0.0418 -0.5645 1.7070
C -1.0639 -1.7743 1.7747
N -0.2013 1.5849 -2.4654
N 0.7336 0.7724 -2.4556
N -0.7358 0.3838 0.8988
N 0.6159 -1.3800 -1.5516
N 2.6574 0.0634 -0.7169
O -0.7470 -2.6232 0.5831
H -1.8775 1.0318 -1.6223
H -0.6282 3.2559 -0.1141
H -2.4093 2.9462 -0.3048
H -1.4792 3.5788 -1.6059
H 0.8874 -0.8925 1.3598
H 0.2347 -0.1795 2.7974
H -2.0405 -1.5033 1.8121
H -0.8956 -2.3334 2.6533
H 0.3781 -1.8449 -2.4249
H 0.2710 -1.9169 -0.7389
H 2.9586 -0.5630 -0.0210
H 3.0062 0.9297 -0.2877
H 3.1600 0.0005 -1.5836
H -0.7385 -3.5175 0.9265

=====

Entry 3:
44
Properties=species:S:1:pos:R:3 method="wB97M-V/def2-TZVPD" gap_ev=4.471 total_energy_ha=-1050.19630 multiplicity=1 charge=0
N 1.5895 2.7824 1.6507
O 0.5000 3.3346 1.4426
O 2.6936 3.2660 1.3777
C -2.3653 -0.6931 0.9032
N -2.1025 -0.6090 -0.5180
C -0.9467 -0.2818 -1.1490
C 0.3289 -0.0912 -0.4319
C 0.3274 0.3605 0.9567
C 1.4010 0.0561 1.7242
C 1.4084 0.0568 3.1725
C 2.2851 -0.8119 3.8649
C 2.2484 -0.9036 5.2511
C 1.3515 -0.1098 5.9849
C 0.5020 0.7771 5.3119
C 0.5264 0.8683 3.9173
O 1.4374 -0.3769 -0.9542
N -1.1918 -0.4203 -2.4846
C -0.2435 -0.1989 -3.6134
C -0.9815 -0.3450 -4.9296
C 0.8491 -1.2521 -3.5973
C 0.3396 1.2003 -3.5080
C -2.5146 -0.7751 -2.6624
C -3.0809 -0.8878 -1.4452
H -3.2852 -1.2767 1.0125
H -1.5573 -1.1988 1.4428
H -2.5376 0.3012 1.3345
H -0.5206 0.9413 1.3173
H 2.2949 -0.3566 1.2447
H 2.9608 -1.4315 3.2697
H 2.9205 -1.5919 5.7661
H 1.3290 -0.1752 7.0742
H -0.1883 1.4106 5.8705
H -0.1227 1.5662 3.3841
H -1.7930 0.3829 -5.0371
H -0.2621 -0.1658 -5.7384
H -1.3720 -1.3608 -5.0627
H 1.4948 -1.1357 -2.7268
H 0.4057 -2.2535 -3.6041
H 1.4511 -1.1339 -4.5066
H 0.9566 1.3094 -2.6135
H 0.9671 1.3704 -4.3909
H -0.4658 1.9439 -3.5079
H -2.9548 -0.9320 -3.6320
H -4.0823 -1.1588 -1.1605

=====

Entry 4:
17
Properties=species:S:1:pos:R:3 method="wB97M-V/def2-TZVPD" gap_ev=7.895 total_energy_ha=-346.75152 multiplicity=1 charge=0
O 2.5259 0.2129 -0.4675
C 1.5448 -0.5464 0.1953
C 0.2568 -0.6372 -0.5959
C -0.9284 -1.2732 0.1204
C -1.6774 0.0913 0.2182
C -0.5627 1.8517 0.1651
O -0.4464 0.6190 -0.8350
H 2.1885 1.1161 -0.5407
H 1.3548 -0.1790 1.2160
H 1.9415 -1.5646 0.2870
H 0.4780 -1.0352 -1.5894
H -0.6922 -1.7080 1.0976
H -1.4631 -2.0162 -0.4774
H -1.8776 0.3736 1.2470
H -2.5559 0.2414 -0.4019
H 0.2756 1.7603 0.8717
H -0.3622 2.6936 -0.5107

=====

Entry 5:
110
Properties=species:S:1:pos:R:3 method="wB97M-V/def2-TZVPD" gap_ev=5.585 total_energy_ha=-3965.06549 multiplicity=1 charge=+2
Bi -1.3251 -0.6601 0.5587
C -0.2790 4.0985 -0.1181
N -0.6567 2.6780 -0.0224
P -0.3549 1.8335 1.3976
C -0.9727 2.8128 2.7807
C -0.2554 3.9479 3.1755
C -0.7496 4.7646 4.1780
C -1.9508 4.4508 4.8021
C -2.6590 3.3202 4.4237
C -2.1733 2.5027 3.4142
C 1.4293 1.7601 1.6374
C 2.2880 1.8233 0.5428
C 3.6573 1.7071 0.7325
C 4.1684 1.5061 2.0081
C 3.3128 1.4250 3.1010
C 1.9451 1.5563 2.9193
P -1.6854 1.8485 -1.1408
C -1.5563 2.8517 -2.6328
C -0.4629 2.6308 -3.4703
C -0.3008 3.3867 -4.6202
C -1.2400 4.3572 -4.9447
C -2.3327 4.5789 -4.1171
C -2.4937 3.8298 -2.9611
C -3.3761 2.1170 -0.5173
C -4.3467 1.2078 -0.9450
C -5.6602 1.3247 -0.5128
C -6.0074 2.3354 0.3736
C -5.0436 3.2304 0.8229
C -3.7342 3.1262 0.3764
H 0.7625 4.2233 0.1803
H -0.9036 4.7295 0.5168
H -0.3790 4.4308 -1.1482
H 0.6925 4.1891 2.7114
H -0.1936 5.6421 4.4791
H -2.3288 5.0863 5.5917
H -3.5863 3.0693 4.9212
H -2.7178 1.6165 3.1309
H 1.8828 1.9677 -0.4508
H 4.3274 1.7870 -0.1139
H 5.2377 1.4292 2.1564
H 3.7115 1.2751 4.0958
H 1.2836 1.5074 3.7765
H 0.2714 1.8787 -3.2036
H 0.5526 3.2217 -5.2646
H -1.1207 4.9432 -5.8461
H -3.0600 5.3377 -4.3722
H -3.3514 4.0022 -2.3234
H -4.0748 0.4186 -1.6415
H -6.4113 0.6295 -0.8647
H -7.0300 2.4273 0.7149
H -5.3153 4.0176 1.5139
H -2.9921 3.8326 0.7274
O -0.6164 -3.8795 0.3883
N -1.3526 -3.9146 1.3502
O -1.7503 -2.7574 1.7392
F 1.9269 -3.2871 0.8370
C 3.1209 -3.5165 1.3746
C 3.9877 -4.3051 0.7279
F 3.6277 -4.8132 -0.4391
C 5.3004 -4.6300 1.2660
C 5.5587 -4.0771 2.5902
C 4.6888 -3.2738 3.2260
F 5.0152 -2.7644 4.4023
C 3.4098 -2.9101 2.6551
C 2.5420 -2.0474 3.2598
C 1.3348 -1.6179 2.6281
N 0.3917 -1.2109 2.1226
C 2.7379 -1.4244 4.5358
N 2.7855 -0.8948 5.5537
F 6.7133 -4.3435 3.1617
C 6.2162 -5.3613 0.5799
C 7.5098 -5.7106 1.0898
N 8.5708 -5.9938 1.4245
C 5.9958 -5.8175 -0.7646
N 5.8267 -6.1465 -1.8513
C -4.7533 -1.5395 1.5250
C -4.1998 -0.4770 2.4474
O -2.7549 -0.5657 2.6021
H -5.8360 -1.4269 1.4606
H -4.5311 -2.5414 1.8906
H -4.3542 -1.4409 0.5114
H -4.6408 -0.5517 3.4418
H -4.3921 0.5253 2.0609
H -2.5499 -1.4621 2.9284
C 1.3570 -3.4112 -4.2879
N 1.6649 -2.5288 -3.1708
N 0.6859 -1.8727 -2.4634
C 1.2651 -1.2229 -1.4154
O 0.5987 -0.4894 -0.5987
C 2.6426 -1.4784 -1.4827
C 2.8448 -2.3029 -2.5741
C 4.1109 -2.8814 -3.1003
C -0.6552 -1.7157 -2.9407
C -1.6908 -2.3641 -2.2851
C -2.9962 -2.1574 -2.7197
C -3.2463 -1.3299 -3.8060
C -2.1951 -0.7069 -4.4685
C -0.8922 -0.8965 -4.0354
H 0.2912 -3.6191 -4.2869
H 1.8933 -4.3484 -4.1613
H 1.6345 -2.9495 -5.2340
H 3.3857 -1.1072 -0.7985
H 4.8817 -2.8437 -2.3344
H 4.4616 -2.3049 -3.9581
H 3.9889 -3.9159 -3.4182
H -1.4752 -3.0475 -1.4725
H -3.8100 -2.6727 -2.2252
H -4.2607 -1.1848 -4.1539
H -2.3902 -0.0707 -5.3214
H -0.0656 -0.4143 -4.5414

=====

Entry 6:
9
Properties=species:S:1:pos:R:3 method="wB97M-V/def2-TZVPD" gap_ev="6.393 / 6.383" total_energy_ha=-947.12375 multiplicity=1 charge=0
N -1.2576 0.0233 0.9228
O -0.0953 1.5889 -0.7020
O 0.3082 -0.8024 -0.8085
P 0.2894 0.3713 0.3217
S 3.6375 -0.6680 0.1518
H -1.6950 -0.8772 0.6903
H -1.5882 0.3766 1.7773
H -0.6750 1.2679 -1.4404
H 1.0761 -1.2803 -0.9131

=====

Entry 7:
14
Properties=species:S:1:pos:R:3 method="wB97M-V/def2-TZVPD" smiles=C[C@@H](I)C[NH3+] gap_ev=9.421 total_energy_ha=-471.89266 multiplicity=1 charge=+1
C -0.4718 -0.9696 1.5681
C 0.4280 -0.2120 0.5896
I 2.3962 -1.0319 0.4711
C -0.1645 -0.1221 -0.8158
N 0.0228 1.2734 -1.3788
H 0.1108 -1.5088 2.3089
H -1.1072 -1.6857 1.0442
H -1.1217 -0.2670 2.0931
H 0.5883 0.8026 0.9646
H 0.3239 -0.7832 -1.5273
H -1.2362 -0.3252 -0.8161
H -0.2719 1.3406 -2.3536
H -0.5073 1.9515 -0.8302
H 1.0107 1.5373 -1.3178

=====

Entry 8:
104
Properties=species:S:1:pos:R:3 method="wB97M-V/def2-TZVPD" gap_ev=7.273 total_energy_ha=-8497.50422 multiplicity=1 charge=-2
Li -1.1056 -1.2937 2.8102
Li 1.7443 1.7853 -2.3178
Li 1.4330 2.3549 0.0572
N -2.5536 -2.5400 2.1774
S -2.5794 -3.0548 0.5201
O -2.5890 -1.9528 -0.4325
O -3.3727 -4.2511 0.1348
F -1.1061 -3.6018 0.4486
S -4.0241 -2.0329 2.0621
O -5.0985 -3.0006 2.0012
O -4.3927 -0.8006 1.3136
F -4.2128 -1.5677 3.5706
N 0.5534 0.8554 -0.8426
S 0.5022 -0.7286 -0.2680
O 0.7640 -1.7202 -1.3010
O -0.2897 -1.0538 0.8996
F 1.9645 -0.5649 0.3975
S -0.8655 0.6766 -1.2730
O -1.8603 1.1284 -0.2847
O -1.2894 -0.0980 -2.4595
F -0.7129 2.0838 -2.0567
N 1.8954 3.1006 1.7671
S 0.3816 3.7999 2.1262
O 0.2259 4.5510 3.3927
O -0.6781 2.9685 1.6138
F 0.5232 4.9982 1.0673
S 2.0120 2.2029 2.9827
O 1.1302 1.0431 3.0522
O 2.3773 2.8631 4.2561
F 3.4403 1.6028 2.5976
N -0.1300 -2.4456 3.9811
S 0.2224 -2.1021 5.3831
O 0.8256 -0.7901 5.5043
O 0.5902 -3.1723 6.2912
F -1.2774 -1.8671 5.8213
S 1.4870 -2.7633 3.4925
O 2.0725 -3.9410 4.0480
O 2.4237 -1.6618 3.3763
F 1.2571 -3.0266 1.8434
N 2.6157 3.0310 -1.3624
S 3.0013 4.4425 -1.9138
O 3.6079 4.4552 -3.1959
O 3.2553 5.5138 -0.9747
F 1.4309 4.7174 -2.3268
S 4.2570 2.7200 -1.0823
O 4.9015 3.5163 -0.0184
O 5.0435 2.1189 -2.1562
F 3.8674 1.4104 -0.1646
C -0.9439 -3.3045 -3.2008
C -1.5226 -4.2722 -4.1577
O -0.6116 -4.4454 -5.1397
C 0.4887 -3.6426 -4.8935
O 1.5456 -3.5559 -5.5869
O 0.2238 -2.8767 -3.8552
H -0.8098 -3.6079 -2.1625
H -1.5598 -2.4067 -3.1493
H -2.3211 -3.8391 -4.7601
H -1.7896 -5.2417 -3.7372
C -3.5092 2.9275 -3.1004
C -4.5253 2.1704 -2.4816
O -4.4834 2.6158 -1.1259
C -3.7581 3.8059 -1.0001
O -3.5814 4.4369 0.0012
O -3.2672 4.0438 -2.1776
H -3.7482 3.4358 -4.0345
H -2.6979 2.2108 -3.2273
H -4.1540 1.1462 -2.5175
H -5.4748 2.2164 -3.0150
C -0.7591 1.8405 6.0871
O -1.8567 2.2436 5.3225
C -2.1716 1.6674 4.2464
O -1.8429 0.5326 3.9339
O -2.8945 2.5357 3.6256
C -3.5572 2.1568 2.4511
H -0.4041 2.6191 6.7623
H 0.0495 1.4754 5.4540
H -0.9879 0.9507 6.6737
H -3.7481 3.0928 1.9262
H -4.4329 1.5906 2.7685
H -2.9511 1.6318 1.7128
C -0.3265 0.2983 -5.3338
O -0.8805 1.5495 -5.2173
C -0.1654 2.6009 -4.9176
O 0.9447 2.7047 -4.4154
O -1.0142 3.5925 -4.9438
C -0.7056 4.9047 -4.3335
H -0.9860 -0.5418 -5.1165
H 0.3668 0.1514 -4.5057
H 0.1632 0.1925 -6.3019
H -0.6190 4.6379 -3.2802
H -1.4727 5.6760 -4.2640
H 0.1002 5.4046 -4.8708
C 5.1277 -6.9837 2.8227
O 5.0203 -5.6549 2.4065
C 4.6080 -5.4355 1.1361
O 4.3610 -6.2122 0.2657
O 4.3319 -4.0913 1.1306
C 3.9941 -3.4390 -0.0878
H 5.8314 -7.5711 2.2327
H 4.1611 -7.4865 2.8537
H 5.6371 -6.8763 3.7803
H 3.8922 -3.9483 -1.0461
H 4.8492 -2.7887 -0.2725
H 3.1690 -2.7460 0.0765